{"formula": "H46O23Sr", "method": "wB97M-V/def2-TZVPD", "elements": ["O", "O", "H", "H", "H", "H", "H", "H", "O", "H", "H", "O", "H", "H", "O", "H", "O", "O", "H", "H", "H", "O", "H", "H", "H", "H", "H", "O", "O", "O", "H", "H", "H", "Sr", "H", "H", "H", "H", "H", "O", "H", "H", "O", "H", "H", "O", "H", "H", "O", "O", "O", "H", "H", "H", "O", "H", "H", "H", "H", "H", "O", "H", "O", "O", "H", "O", "H", "H", "H", "O"], "coordinates": [[-0.971, 2.244, 0.993], [-1.360, -4.327, -1.877], [-5.114, 2.049, -0.640], [1.198, 0.906, -2.712], [0.856, 1.360, 3.985], [-2.121, -4.203, -2.444], [-0.951, 0.122, 3.539], [0.987, 0.465, 5.199], [1.381, 0.544, -1.845], [-2.236, 0.688, 2.972], [-1.671, 0.806, -3.066], [-1.229, 1.380, -2.440], [1.358, 1.262, -5.247], [-3.572, 0.279, 0.071], [1.388, -1.990, -3.858], [2.052, 2.674, -3.318], [2.836, 3.197, -3.153], [-4.423, -2.755, -0.144], [5.238, -0.479, 0.688], [-1.431, -1.806, 4.782], [1.524, -2.760, 3.366], [1.047, 1.416, -4.355], [0.174, 1.024, -4.334], [2.617, -0.189, 0.820], [-1.872, -1.775, 3.334], [-1.027, -2.540, -2.052], [-2.501, 3.112, 3.636], [-1.561, 0.029, 2.807], [1.731, -0.486, 1.026], [-4.385, 2.669, -0.648], [1.545, 4.749, 0.283], [0.388, 5.385, 1.024], [1.742, -1.674, -4.688], [-0.400, 0.029, -0.250], [2.865, -2.501, 4.019], [-4.073, 2.661, -1.553], [4.696, 0.736, -0.034], [-3.483, 2.005, 3.952], [3.888, 2.092, -0.632], [-2.922, 2.342, 3.254], [-1.743, 2.279, 1.558], [4.006, 2.214, -2.136], [-0.825, -1.609, -2.153], [2.315, 0.705, -1.710], [-0.056, -1.591, -2.723], [-1.953, -2.287, 4.139], [0.529, -6.159, -0.302], [-3.326, -1.214, 0.030], [4.465, -0.156, 0.225], [0.747, 4.536, 0.767], [2.548, 2.581, 0.501], [1.849, -1.121, 1.733], [2.991, 3.662, -3.976], [1.926, 3.307, 0.448], [2.232, -2.117, 3.412], [-0.634, 3.140, 0.991], [-5.050, -2.637, -0.857], [-0.372, -3.029, 1.334], [-1.692, -2.767, 0.641], [1.998, -2.675, -3.582], [-2.881, -0.371, -0.058], [2.576, 2.357, 1.431], [0.372, 1.045, 4.749], [0.725, -5.317, 0.108], [0.980, -4.749, -0.619], [-0.827, -2.386, 0.791], [-4.518, -3.673, 0.111], [-1.639, -4.988, -1.243], [-1.466, 2.265, -2.717], [4.515, 2.016, -1.350]], "forces_ev_per_a": [[0.13, -0.23, -0.31], [0.04, 0.31, -0.13], [-0.45, 0.02, -0.02], [0.07, -0.03, -0.49], [0.21, 0.15, -0.22], [-0.31, -0.19, -0.38], [0.47, 0.34, 0.49], [0.23, -0.18, 0.27], [0.09, -0.04, 0.53], [-0.13, 0.38, 0.08], [-0.41, -0.47, -0.04], [0.11, -0.10, -0.06], [0.37, 0.03, -0.33], [-0.10, 0.48, 0.06], [-0.24, 0.12, 0.07], [-0.29, -0.01, -0.26], [0.02, 0.08, 0.31], [0.38, 0.18, -0.03], [0.17, -0.27, 0.18], [0.02, 0.06, 0.24], [-0.24, -0.30, 0.16], [-0.28, 0.02, -0.19], [-0.40, 0.01, -0.06], [1.02, 0.05, -0.35], [-0.09, 0.48, -0.22], [-0.09, -0.71, 0.37], [0.16, 0.28, 0.22], [0.24, -0.67, -1.04], [-0.99, 0.21, -0.14], [0.38, -0.21, 0.32], [0.16, 0.84, -0.35], [-0.12, 0.38, 0.16], [0.07, 0.07, -0.25], [-0.16, -0.05, 0.96], [0.33, -0.08, 0.13], [-0.01, 0.10, -0.26], [0.43, 0.16, -0.65], [-0.41, -0.03, 0.27], [-0.51, 0.84, 0.17], [-0.09, 0.06, -0.31], [-0.49, -0.24, 0.31], [-0.06, 0.49, -0.51], [-0.38, 0.96, 0.13], [0.59, -0.14, 0.25], [0.73, -0.12, -0.62], [0.02, -0.89, 0.17], [0.08, -0.36, -0.03], [-0.36, -0.73, 0.05], [-0.55, -0.39, 0.56], [-0.43, 0.01, 0.05], [0.15, -0.49, -0.13], [0.21, -0.36, 0.58], [0.21, 0.23, -0.20], [-0.03, -0.63, 0.18], [-0.26, 0.36, -0.28], [0.47, 0.40, -0.30], [-0.26, 0.08, -0.24], [0.23, -0.31, 0.11], [-0.29, -0.16, -0.05], [0.20, -0.24, 0.14], [0.16, 0.39, -0.17], [0.07, -0.06, 0.29], [-0.45, -0.09, -0.13], [-0.24, 0.26, 0.32], [0.10, 0.14, -0.23], [0.10, 0.39, -0.10], [-0.08, -0.26, 0.29], [0.11, -0.21, 0.34], [0.00, 0.46, 0.10], [0.63, -0.61, 0.21]], "multiplicity": 1, "charge": 2}

---

{"formula": "C24H34N2O4PReS2Se2Te", "method": "wB97M-V/def2-TZVPD", "elements": ["C", "H", "C", "S", "H", "O", "H", "C", "C", "H", "C", "H", "N", "C", "H", "H", "H", "C", "H", "C", "C", "H", "H", "C", "C", "C", "Re", "H", "H", "C", "H", "H", "S", "C", "H", "H", "C", "Te", "C", "H", "C", "P", "H", "H", "H", "C", "H", "H", "N", "C", "H", "C", "O", "H", "C", "C", "H", "H", "C", "O", "H", "O", "C", "Se", "H", "H", "H", "Se", "H", "H", "H"], "coordinates": [[-2.617, 3.091, 0.918], [-1.128, 2.928, 2.491], [-5.658, -1.600, 1.772], [-1.816, -1.837, -0.750], [0.588, -2.395, -5.671], [-0.682, 0.670, -1.857], [-5.006, -2.066, -0.221], [-5.044, -2.393, 0.812], [1.869, -1.024, 0.894], [-6.197, -1.410, 3.839], [-0.493, 0.491, 3.425], [2.125, 3.676, 1.360], [-1.144, -2.499, 1.718], [1.680, 2.700, 1.526], [-0.238, -0.894, -6.129], [-1.151, -2.398, -5.983], [-1.519, 0.837, 3.302], [-5.714, -2.023, 3.090], [2.379, 1.911, 1.255], [3.393, -1.669, 3.118], [-4.486, -3.617, 1.159], [3.521, -1.728, -0.278], [1.722, -1.005, 4.279], [1.345, -0.828, 2.172], [3.141, -1.558, 0.721], [-3.796, -4.455, 0.123], [-0.732, 0.046, 0.171], [-0.639, 1.704, -6.542], [-1.495, -0.923, -3.964], [-4.547, -4.036, 2.486], [-3.818, 0.441, -1.706], [-6.103, -0.654, 1.487], [-2.006, -4.642, 0.438], [-1.230, 3.329, 1.486], [-0.292, 3.333, -5.938], [-4.100, -4.982, 2.768], [-3.642, 1.440, -1.314], [2.623, 0.980, -1.926], [-1.609, -2.941, 0.612], [1.769, 2.476, -4.805], [0.155, 2.388, -6.243], [0.445, 0.547, -2.860], [-3.364, 3.410, 1.643], [0.795, 2.571, -7.106], [-0.736, -2.459, -3.524], [-0.062, -0.338, 2.238], [4.886, -2.289, 1.709], [1.376, 2.582, 2.559], [-1.038, -1.137, 1.713], [-5.157, -3.246, 3.445], [0.167, 1.333, 3.623], [2.119, -1.150, 3.282], [1.121, -0.643, -0.177], [3.990, -1.923, 3.983], [3.895, -1.875, 1.838], [-0.610, -1.547, -4.104], [-2.785, 3.645, -0.004], [-3.956, -4.058, -0.878], [-0.329, -1.819, -5.559], [0.548, -0.873, -3.510], [-2.870, 1.936, -1.894], [0.095, 1.598, -3.978], [0.974, 1.799, -5.123], [0.143, 2.517, 0.356], [-1.022, 4.398, 1.511], [1.416, 0.840, -5.402], [-4.569, 2.007, -1.296], [-3.044, 1.203, 0.520], [-4.155, -5.486, 0.136], [-5.203, -3.585, 4.471], [-0.484, -0.147, 4.313]], "forces_ev_per_a": [[-0.04, 0.02, -0.02], [0.00, -0.03, -0.02], [-0.02, 0.04, 0.01], [0.06, -0.08, 0.03], [0.01, 0.00, 0.00], [-0.15, 0.03, -0.01], [0.00, 0.00, 0.00], [-0.01, -0.02, -0.04], [0.07, -0.02, -0.01], [0.00, 0.00, 0.00], [0.02, -0.03, -0.03], [0.00, 0.00, 0.00], [-0.04, 0.00, -0.17], [0.00, 0.00, 0.00], [0.00, 0.01, 0.00], [0.00, 0.00, 0.00], [0.00, -0.01, -0.01], [-0.01, 0.02, 0.03], [-0.02, 0.01, 0.01], [0.00, 0.01, 0.01], [0.01, 0.01, 0.06], [-0.01, 0.01, -0.01], [-0.01, 0.00, 0.00], [0.00, -0.01, -0.02], [-0.10, 0.02, -0.06], [-0.04, -0.08, -0.04], [-0.07, 0.26, -0.12], [0.00, 0.00, 0.00], [0.00, -0.02, -0.01], [0.01, 0.01, 0.00], [0.00, -0.01, 0.02], [0.00, 0.00, 0.00], [0.02, -0.06, -0.02], [0.00, -0.02, 0.03], [0.00, 0.00, 0.00], [0.01, 0.00, -0.01], [-0.05, 0.01, 0.01], [0.05, -0.05, -0.08], [0.06, 0.06, 0.11], [-0.01, -0.01, -0.03], [0.01, -0.02, 0.03], [0.09, -0.07, -0.03], [0.00, 0.03, -0.02], [0.01, 0.00, 0.00], [-0.01, 0.01, -0.03], [-0.05, 0.07, -0.02], [0.00, 0.00, 0.00], [0.00, 0.00, 0.04], [-0.08, -0.13, 0.19], [0.00, -0.01, -0.01], [0.02, 0.02, 0.00], [-0.02, 0.03, 0.00], [0.09, -0.03, 0.02], [0.00, 0.00, 0.00], [0.07, -0.03, 0.04], [-0.04, -0.01, 0.04], [0.08, -0.02, -0.03], [0.02, 0.01, 0.00], [0.00, -0.01, 0.01], [0.05, 0.10, 0.00], [0.01, 0.00, 0.01], [-0.02, -0.01, 0.01], [0.04, 0.01, -0.03], [0.00, 0.02, 0.02], [-0.03, 0.00, 0.03], [-0.01, 0.01, -0.01], [0.00, 0.00, -0.02], [0.07, -0.07, 0.09], [-0.03, 0.02, -0.01], [0.00, 0.00, 0.00], [0.00, 0.00, 0.02]], "multiplicity": 4, "charge": 1}

---

{"formula": "C7H8S", "method": "wB97M-V/def2-TZVPD", "elements": ["C", "C", "H", "C", "H", "H", "C", "C", "H", "H", "H", "C", "H", "C", "H", "S"], "coordinates": [[1.708, 0.661, -0.060], [-2.843, -1.305, -0.162], [-2.700, 1.481, -0.550], [-1.980, 1.101, 0.199], [-0.168, -1.568, -0.613], [-2.230, 1.515, 1.212], [0.297, 0.520, -0.105], [-0.604, 1.526, -0.145], [2.098, 1.654, -0.072], [0.025, -1.205, 1.071], [-2.580, -2.344, -0.332], [-0.419, -0.820, 0.136], [-0.360, 2.564, -0.480], [-1.875, -0.413, 0.091], [-3.906, -1.088, -0.202], [2.757, -0.539, 0.015]], "forces_ev_per_a": [[0.17, 0.19, -0.54], [0.41, 0.56, 0.24], [0.06, -0.05, 0.60], [-0.77, 0.07, -0.34], [0.00, 0.04, -0.16], [-0.04, -0.49, -0.77], [-1.76, -0.38, 0.24], [1.34, 0.86, -0.66], [0.09, 0.88, -0.06], [-0.78, -0.09, 0.01], [0.03, 0.05, 0.10], [1.18, 0.96, 0.13], [-0.13, -0.88, 0.77], [-0.67, -1.09, 0.34], [0.18, 0.28, -0.07], [0.68, -0.91, 0.15]], "smiles": "C=C1CC=C(C=S)C1", "multiplicity": 1}

---

{"formula": "C31H24F4InN7O5", "method": "wB97M-V/def2-TZVPD", "elements": ["C", "C", "H", "H", "H", "C", "C", "H", "C", "F", "C", "C", "H", "C", "O", "N", "C", "H", "H", "O", "N", "C", "C", "C", "H", "C", "C", "O", "C", "C", "H", "C", "C", "C", "H", "C", "H", "H", "In", "C", "N", "N", "H", "C", "H", "N", "N", "C", "C", "H", "C", "H", "H", "F", "H", "H", "C", "O", "N", "H", "H", "F", "C", "H", "H", "F", "C", "H", "C", "C", "O", "C"], "coordinates": [[-1.645, 0.096, -1.947], [-3.550, -0.624, 3.618], [-2.138, 0.650, -1.158], [-4.217, -1.352, 3.155], [-0.504, -3.355, -0.247], [1.756, 4.511, -2.393], [-2.332, -1.290, 4.159], [3.604, -1.447, -3.678], [-0.352, -2.157, 4.404], [-0.496, 5.677, 0.202], [-0.979, -2.293, 5.604], [2.067, 3.263, -1.814], [4.430, -0.070, -2.922], [-0.452, 0.143, -4.043], [0.544, -3.344, 7.128], [-1.208, -1.537, 3.509], [-2.276, -2.107, -0.776], [3.940, -3.017, -1.038], [-4.037, -0.816, -0.651], [1.773, -3.093, 4.782], [1.864, 7.265, -4.694], [0.614, 3.588, 0.121], [0.003, 3.088, 1.326], [-1.056, 0.812, -2.989], [-0.020, 0.700, -4.869], [1.533, 2.844, -0.634], [0.335, 4.853, -0.430], [1.311, -2.329, 2.740], [-1.150, -2.561, 0.136], [4.151, -1.953, -0.921], [5.135, -1.735, -1.331], [1.016, -2.564, 3.971], [2.030, 6.239, -4.193], [0.872, 5.287, -1.609], [-1.100, 1.897, -2.986], [-0.952, 3.813, 2.114], [-3.797, -3.008, -2.060], [-3.788, -1.879, 0.742], [-0.053, -1.340, 1.478], [-3.039, -3.323, -1.336], [3.678, 3.410, -5.189], [-1.745, 4.310, 2.789], [-0.940, -3.042, -2.993], [3.065, 4.088, -4.485], [2.706, 0.039, -3.305], [-2.217, -1.741, 5.422], [0.339, 0.680, 2.110], [-3.281, -1.253, 0.006], [-0.985, -1.958, -2.977], [-4.096, -0.112, 4.409], [0.185, 1.775, 1.751], [1.088, -3.262, 6.286], [1.298, -0.302, -1.688], [0.521, 6.492, -2.034], [-3.536, -3.847, -0.517], [0.058, -1.788, -4.843], [-0.414, -1.248, -4.027], [-1.514, -2.814, 7.802], [3.166, -1.139, -1.636], [-2.792, -0.438, 0.549], [-2.898, -1.700, 6.166], [2.932, 2.448, -2.412], [2.272, 4.939, -3.645], [4.132, -1.717, 0.139], [-3.269, 0.109, 2.867], [1.930, 1.648, -0.176], [-1.631, -1.302, -1.924], [-2.370, -4.034, -1.824], [1.977, -0.920, -1.096], [-0.657, -2.850, 6.950], [1.667, -1.374, 0.021], [3.496, -0.628, -2.963]], "forces_ev_per_a": [[0.09, -0.02, 0.01], [0.06, -0.06, 0.06], [0.02, -0.02, -0.03], [0.01, -0.01, 0.01], [-0.25, -0.05, -0.05], [0.08, 0.08, -0.22], [0.12, -0.03, 0.03], [0.00, 0.01, 0.06], [-0.05, 0.08, -0.39], [-0.15, 0.06, 0.14], [-0.04, 0.01, 0.06], [-0.02, 0.09, -0.03], [-0.03, 0.02, 0.00], [0.08, -0.05, 0.03], [0.14, 0.05, -0.25], [0.19, -0.06, 0.25], [0.11, -0.07, 0.10], [-0.02, 0.02, -0.03], [0.04, -0.03, 0.02], [-0.18, 0.04, 0.12], [0.06, -0.19, 0.10], [-0.15, -0.01, 0.24], [-0.17, -0.07, 0.16], [-0.06, -0.04, 0.04], [-0.03, -0.08, 0.08], [0.00, -0.07, 0.11], [-0.02, -0.04, 0.08], [-0.16, 0.02, 0.24], [-0.08, 0.47, -0.38], [-0.09, 0.07, -0.15], [-0.01, 0.00, 0.01], [0.19, -0.03, -0.22], [0.01, -0.24, 0.03], [0.07, 0.00, -0.08], [0.00, -0.09, 0.02], [-0.01, -0.07, -0.07], [0.08, -0.02, 0.08], [0.04, 0.02, -0.02], [-0.02, -0.55, 0.24], [0.04, -0.03, -0.01], [-0.10, 0.14, 0.11], [0.24, -0.12, -0.18], [0.00, 0.11, 0.00], [-0.21, 0.13, 0.21], [0.01, -0.04, 0.01], [-0.21, 0.06, 0.07], [-0.07, -0.14, -0.21], [0.03, -0.02, 0.02], [0.03, 0.01, -0.03], [0.02, -0.01, 0.00], [0.06, 0.59, -0.35], [0.00, -0.09, 0.07], [-0.09, -0.03, -0.07], [-0.06, 0.17, -0.07], [0.03, 0.02, -0.06], [-0.05, 0.06, 0.08], [0.04, 0.00, 0.04], [0.10, -0.03, -0.04], [-0.10, 0.00, -0.07], [-0.02, -0.01, -0.04], [-0.02, 0.01, 0.02], [0.15, -0.14, -0.14], [0.16, 0.07, -0.23], [-0.05, 0.05, 0.03], [0.02, 0.03, -0.02], [0.04, -0.10, 0.08], [0.03, 0.06, 0.06], [-0.07, 0.06, 0.05], [0.24, -0.09, 0.21], [-0.16, 0.08, 0.03], [0.16, 0.17, -0.04], [-0.01, -0.10, 0.08]], "multiplicity": 1}

---

| no. | E_tot (eV) |
| --- | --- |
| 1 | -48668.685 |
| 2 | -207681.686 |
| 3 | -18222.162 |
| 4 | -69246.904 |